(1)
A structure of composition C31H23AsNO6PdSe at a distorted geometry. Source: OMol25; level of theory: ωB97M-V/def2-TZVPD.

## Properties
LUMO (eV): 2.346
Kohn-Sham gap (eV): 6.474
Relative energy (zero: lowest compared OMol25 entry of this formula, charge and spin) (eV): 0.109
HOMO level (eV): -4.128
Total charge: -1

XYZ file:
```
64
Properties=species:S:1:pos:R:3:forces:R:3
Pd -0.5175 -1.7461 -1.0998 -0.4 -1.4 -0.5
O -4.9796 -1.5903 2.5398 0.0 0.0 0.1
C -4.0355 -1.9324 1.6252 -0.1 0.0 0.1
C -2.8864 -2.6287 1.9841 -0.2 -0.1 0.1
C -1.9493 -2.8605 1.0086 0.0 0.0 -0.1
N -2.1580 -2.4948 -0.2516 -0.2 0.5 0.4
C -3.2472 -1.8070 -0.5956 0.0 -0.1 0.0
C -4.2369 -1.5217 0.3131 -0.1 -0.1 -0.1
C -3.1931 -1.2599 -2.0074 0.2 -0.1 -0.2
O -4.2310 -0.9101 -2.5511 0.1 0.1 0.0
O -2.0015 -1.2295 -2.5030 0.1 0.5 0.1
C -0.5516 -3.3796 1.2768 0.1 -0.1 -0.1
O -0.3466 -4.0171 2.3005 0.1 0.1 0.0
O 0.3012 -3.0701 0.3586 0.1 0.4 0.2
H -4.6532 -1.8137 3.4181 0.0 0.0 0.0
H -2.6767 -2.9376 3.0013 0.0 0.0 0.0
H -5.1063 -0.9552 0.0118 0.0 0.0 0.0
O -1.2179 -0.0828 0.9955 0.4 0.7 0.2
As -0.2285 1.2501 0.9894 -0.6 -0.8 -0.1
C -0.9074 2.5721 2.1965 -0.2 0.1 0.1
C -0.9939 2.2327 3.5451 0.0 0.2 0.0
C -1.6067 3.1020 4.4343 0.0 0.0 0.0
C -2.1424 4.3027 3.9777 0.0 0.0 0.0
C -2.0637 4.6352 2.6338 0.1 0.0 0.0
C -1.4449 3.7671 1.7399 0.0 0.1 0.1
C -0.1978 2.0539 -0.7380 0.0 0.0 -0.3
C 0.9259 2.6642 -1.2822 -0.1 0.1 0.0
C 0.8763 3.1480 -2.5822 0.0 0.0 0.0
C -0.2833 3.0058 -3.3337 0.0 0.0 0.0
C -1.3964 2.3738 -2.7962 0.0 0.0 0.0
C -1.3570 1.8945 -1.4949 0.2 0.0 -0.1
C 1.5374 0.8648 1.5869 0.2 -0.1 0.0
C 1.8842 -0.4753 1.7212 0.2 0.1 0.0
C 3.1767 -0.7988 2.1199 0.0 0.0 0.0
C 4.0993 0.2052 2.3779 0.0 0.0 0.0
C 3.7434 1.5447 2.2460 0.0 -0.1 0.0
C 2.4575 1.8768 1.8494 0.0 -0.1 0.1
H -0.5925 1.2897 3.8948 0.0 0.0 0.0
H -1.6736 2.8422 5.4834 0.0 0.0 0.0
H -2.6258 4.9779 4.6733 0.0 0.0 0.0
H -2.4873 5.5661 2.2770 0.0 0.0 0.0
H -1.3834 4.0224 0.6890 0.0 0.0 0.0
H 1.8452 2.7334 -0.7154 0.0 0.0 0.0
H 1.7544 3.6062 -3.0201 0.0 0.0 0.0
H -0.3099 3.3657 -4.3553 0.0 0.0 0.0
H -2.2860 2.2239 -3.3938 0.0 0.0 0.0
H -2.2001 1.3529 -1.0867 0.0 0.0 0.0
H 1.1730 -1.2595 1.4978 0.0 0.0 -0.1
H 3.4538 -1.8417 2.2097 0.0 0.0 0.0
H 5.1062 -0.0527 2.6840 0.0 0.0 0.0
H 4.4662 2.3253 2.4505 0.0 0.0 0.0
H 2.1744 2.9196 1.7552 0.0 0.0 0.0
Se 1.4423 -0.7733 -2.0661 0.3 0.2 -0.2
C 2.2770 -2.2197 -2.9946 0.0 0.1 0.1
C 3.4369 -1.9316 -3.7155 0.1 -0.1 -0.1
C 4.1110 -2.9247 -4.4153 -0.1 0.1 0.1
C 3.6378 -4.2313 -4.4105 -0.1 0.0 0.0
C 2.4821 -4.5228 -3.6959 0.0 0.0 0.0
C 1.8074 -3.5314 -2.9936 0.1 -0.1 -0.1
H 3.8135 -0.9139 -3.7300 0.0 0.0 0.0
H 5.0097 -2.6740 -4.9680 0.0 0.0 0.0
H 4.1627 -5.0097 -4.9520 0.0 0.0 0.0
H 2.0959 -5.5359 -3.6797 0.0 0.0 0.0
H 0.9176 -3.7857 -2.4379 -0.1 0.0 0.1
```
Positions in Å, forces in eV/Å.

(2)
A structure of composition C31H23Cl5INP2Pd. Source: OMol25; level of theory: ωB97M-V/def2-TZVPD.

## Properties
LUMO (eV): -0.254
Kohn-Sham gap (eV): 7.595
Relative energy (zero: lowest compared OMol25 entry of this formula, charge and spin) (eV): 0.348
HOMO level (eV): -7.848

XYZ file:
```
64
Properties=species:S:1:pos:R:3:forces:R:3
Pd 0.1929 -0.4925 -0.0665 0.0 -0.2 0.0
C -3.8633 -1.2999 0.8405 -0.1 -0.2 0.0
N -2.5406 -1.6591 0.3410 0.2 0.4 0.1
P -1.8452 -1.0243 -1.0846 0.0 0.2 -0.1
C -2.7883 0.4797 -1.4335 0.0 0.0 0.0
C -2.5458 1.5983 -0.6357 -0.1 0.0 0.0
C -3.2863 2.7548 -0.8142 0.0 0.0 0.0
C -4.2709 2.8028 -1.7939 0.0 0.0 0.0
C -4.5151 1.6929 -2.5887 0.0 0.0 0.0
C -3.7784 0.5295 -2.4086 0.0 0.0 -0.1
C -2.2351 -2.1519 -2.4278 0.0 0.0 0.0
C -3.1314 -3.2011 -2.2586 0.0 0.0 0.0
C -3.4195 -4.0404 -3.3247 0.0 0.0 0.0
C -2.8093 -3.8334 -4.5548 0.0 0.0 0.0
C -1.9067 -2.7905 -4.7211 0.0 0.0 0.0
C -1.6149 -1.9476 -3.6595 0.0 0.0 0.0
P -1.0730 -1.7818 1.2567 -0.3 -0.7 -0.2
C -1.5155 -1.7623 3.0021 0.2 0.4 0.1
C -2.3064 -2.7181 3.6375 0.0 -0.1 0.0
C -2.5863 -2.5936 4.9882 0.0 0.0 0.0
C -2.0710 -1.5261 5.7150 0.0 0.0 0.0
C -1.2721 -0.5792 5.0920 0.0 -0.1 0.0
C -0.9962 -0.6986 3.7376 0.0 0.1 0.0
C -0.6673 -3.5108 0.8198 0.0 -0.1 0.2
C -1.6934 -4.4577 0.7857 0.0 0.0 0.1
C -1.4389 -5.7652 0.4146 0.0 0.0 0.0
C -0.1536 -6.1413 0.0415 0.0 0.0 0.0
C 0.8621 -5.1991 0.0297 0.0 0.0 0.0
C 0.6074 -3.8888 0.4171 0.0 0.0 -0.1
H -4.5934 -1.4148 0.0388 0.0 0.0 0.0
H -3.9133 -0.2679 1.1972 0.0 0.0 0.0
H -4.1470 -1.9637 1.6571 0.0 0.0 0.0
H -1.7692 1.5643 0.1168 0.0 0.0 0.0
H -3.0863 3.6209 -0.1968 0.0 0.0 0.0
H -4.8444 3.7089 -1.9403 0.0 0.0 0.0
H -5.2792 1.7301 -3.3541 0.0 0.0 0.0
H -3.9701 -0.3325 -3.0356 0.0 0.0 0.0
H -3.5910 -3.3637 -1.2919 0.0 0.0 0.0
H -4.1162 -4.8583 -3.1940 0.0 0.0 0.0
H -3.0316 -4.4915 -5.3847 0.0 0.0 0.0
H -1.4207 -2.6393 -5.6758 0.0 0.0 0.0
H -0.8917 -1.1487 -3.7760 0.0 0.0 0.0
H -2.6899 -3.5701 3.0917 0.0 0.0 0.0
H -3.2002 -3.3370 5.4795 0.0 0.0 0.0
H -2.2872 -1.4410 6.7720 0.0 0.0 0.0
H -0.8588 0.2449 5.6576 0.0 0.0 0.0
H -0.3640 0.0329 3.2398 -0.1 -0.1 0.1
H -2.7095 -4.1634 1.0236 0.0 0.0 0.0
H -2.2453 -6.4872 0.3971 0.0 0.0 0.0
H 0.0457 -7.1612 -0.2610 0.0 0.0 0.0
H 1.8569 -5.4709 -0.2974 0.0 0.0 0.0
H 1.3962 -3.1547 0.3536 0.0 0.0 0.0
I 1.7713 -0.3264 -2.1753 0.0 0.1 -0.1
Cl 2.0927 -1.8774 2.5802 0.0 -0.1 0.0
C 2.3118 -0.1965 2.2071 0.1 0.0 0.0
C 1.5738 0.3815 1.1803 0.0 -0.1 0.2
C 1.7306 1.7558 1.0396 -0.1 0.2 0.0
Cl 0.7215 2.5920 -0.0992 0.0 0.1 -0.1
C 2.6189 2.5118 1.7958 0.1 0.1 0.0
Cl 2.7732 4.2096 1.5496 0.0 0.0 0.0
C 3.3860 1.8852 2.7730 0.0 -0.1 0.0
Cl 4.5040 2.7890 3.7165 0.0 0.0 0.0
C 3.2172 0.5219 2.9928 0.0 0.0 0.0
Cl 4.1236 -0.2534 4.2352 0.0 0.0 0.0
```
Positions in Å, forces in eV/Å.

(3)
A structure of composition C31H23ClLaN2O3PS2 at a distorted geometry. Source: OMol25; level of theory: ωB97M-V/def2-TZVPD.

## Properties
LUMO (eV): 4.084
Kohn-Sham gap (eV): 5.873
Relative energy (zero: lowest compared OMol25 entry of this formula, charge and spin) (eV): 0.651
HOMO level (eV): -1.789
Total charge: -2

XYZ file:
```
64
Properties=species:S:1:pos:R:3:forces:R:3
La 0.3327 1.3163 2.1904 0.7 2.6 0.1
S 2.4264 1.5135 4.1504 0.3 0.2 0.6
C 1.7820 2.6520 5.3056 -0.4 0.0 -0.3
C 2.6925 2.9873 6.3515 0.3 0.2 0.4
N 3.4614 3.2432 7.1731 -0.1 0.0 0.0
C 0.5436 3.2398 5.3172 0.2 -0.3 -0.3
S -0.7641 3.0602 4.1653 0.0 0.2 0.4
C 0.2287 4.1189 6.3937 -0.1 0.4 0.4
N -0.0645 4.8328 7.2521 0.0 0.0 -0.1
O -0.8077 -0.5780 3.4838 -0.2 -0.4 0.1
C -0.4299 -1.1288 2.4412 -0.5 -1.7 0.6
O 0.6982 -0.8959 1.8941 0.4 -1.8 0.1
C -1.3259 -2.0551 1.6774 0.0 0.2 -0.3
C -2.0041 -3.0907 2.3046 0.0 0.0 0.1
C -2.7537 -3.9802 1.5544 0.0 0.0 0.0
C -2.8293 -3.8196 0.1772 -0.1 0.0 -0.1
C -2.1830 -2.7608 -0.4410 0.0 0.0 0.1
C -1.4286 -1.8511 0.2990 -0.1 0.0 0.2
P -0.5158 -0.4343 -0.5007 0.1 -0.9 -1.3
C -1.7818 0.1239 -1.7188 0.0 0.1 0.1
C -1.3404 0.8367 -2.8352 0.0 0.0 0.0
C -2.2358 1.3998 -3.7309 0.0 0.0 0.0
C -3.6018 1.2571 -3.5311 0.0 0.0 0.0
C -4.0562 0.5539 -2.4262 -0.1 0.0 0.0
C -3.1564 0.0016 -1.5246 0.1 0.0 -0.1
C 0.3986 -1.6429 -1.6150 0.0 0.1 -0.1
C 0.0680 -2.0032 -2.9196 0.0 0.0 0.0
C 0.8389 -2.9198 -3.6246 0.0 -0.1 -0.1
C 1.9297 -3.5252 -3.0233 0.1 0.0 0.0
C 2.2562 -3.1958 -1.7153 0.1 0.1 0.0
C 1.5150 -2.2470 -1.0322 0.0 0.1 0.1
H -1.9198 -3.2016 3.3789 0.0 0.0 0.0
H -3.2719 -4.7985 2.0402 0.0 0.0 0.0
H -3.3924 -4.5287 -0.4195 0.0 0.0 0.0
H -2.2615 -2.6475 -1.5148 0.0 0.0 0.0
H -0.2752 0.9357 -3.0094 0.0 0.1 0.0
H -1.8685 1.9550 -4.5864 0.0 0.0 0.0
H -4.3052 1.6976 -4.2280 0.0 0.0 0.0
H -5.1217 0.4439 -2.2579 0.0 0.0 0.0
H -3.5235 -0.5242 -0.6540 0.0 0.0 0.0
H -0.8042 -1.5764 -3.4007 0.0 0.0 0.0
H 0.5821 -3.1672 -4.6495 0.0 0.0 0.0
H 2.5331 -4.2364 -3.5749 0.0 0.0 0.0
H 3.1122 -3.6578 -1.2385 0.0 0.0 0.0
H 1.7844 -1.9671 -0.0203 0.0 0.0 0.0
C -2.6536 2.0779 0.9374 -0.1 0.0 0.1
O -1.5956 1.1755 1.0063 -1.1 0.4 -0.2
H -3.5018 1.6774 0.3663 -0.1 0.0 0.0
H -2.3571 3.0135 0.4359 0.0 0.0 0.0
H -3.0287 2.3414 1.9381 0.0 0.1 0.0
Cl 5.1116 -0.4203 -3.1978 0.0 -0.2 -0.1
C 4.0757 0.3750 -2.0308 -0.1 -0.1 0.1
C 4.4585 0.4254 -0.7003 0.1 0.1 -0.1
C 3.7181 1.1655 0.2018 -0.2 0.0 0.1
C 2.5625 1.8841 -0.1888 0.3 0.4 -0.2
C 1.8685 2.7673 0.7134 0.5 0.4 -0.7
C 2.1595 1.7172 -1.5356 0.1 0.0 0.0
C 2.9041 0.9894 -2.4457 0.0 0.0 0.0
H 5.3626 -0.0810 -0.3842 0.0 0.0 0.0
H 4.0529 1.2440 1.2311 0.0 0.0 0.0
H 1.2979 3.5392 0.1897 -0.1 0.0 0.0
H 2.5317 3.2107 1.4572 -0.1 0.0 0.1
H 1.2742 2.2481 -1.8687 0.0 0.0 0.0
H 2.5979 0.9146 -3.4827 0.0 0.0 0.0
```
Positions in Å, forces in eV/Å.